(1)
Here is a 10-piece molecular cluster, C58H124N6O12 overall in a non-equilibrium geometry from the Open Molecules 2025 dataset. Energies are from the ωB97M-V functional and the def2-TZVPD basis.

Calculated values
total energy	-3515.11752	Ha
max |F|	8.58	eV/Å
LUMO level	-3.68	eV
2S+1	1
charge	+2
E_HOMO	-9.750	eV

Geometry (Å):
C (-1.030, -1.716, -6.602)
H (8.150, -3.104, -0.393)
C (2.955, 0.648, -1.848)
H (-0.945, 7.339, 1.363)
C (-2.465, -1.904, -5.975)
C (2.105, 1.807, -2.402)
H (-4.306, 4.023, -0.912)
C (-4.927, 4.791, 3.050)
H (-2.730, -3.973, 0.739)
N (-3.783, -1.555, -3.778)
H (8.081, -0.817, 0.719)
C (-9.125, 6.090, 2.799)
C (-5.716, 2.377, 2.366)
C (-4.493, 1.857, 1.767)
H (-0.875, -5.697, -0.834)
H (-5.270, 1.733, -0.271)
H (0.070, -7.665, -0.663)
C (0.163, 5.171, 2.643)
H (-2.174, 6.729, 2.421)
C (-0.962, 5.159, 1.663)
H (-5.461, 5.434, 0.657)
C (3.297, 1.679, -4.691)
C (-5.149, -3.522, -2.895)
H (10.165, -4.949, 2.924)
H (-1.677, 4.363, 1.869)
H (4.370, 1.980, 2.749)
H (-5.327, 4.609, 4.048)
C (-4.676, -3.255, -1.421)
H (-0.069, -0.620, 2.958)
C (-4.988, -0.739, -4.307)
H (3.494, -1.332, 0.138)
O (-1.747, 4.455, -2.121)
C (3.580, 2.732, 2.740)
H (-0.971, -2.258, -7.546)
H (-1.527, -2.719, 1.142)
C (-2.503, -1.263, -4.607)
H (2.372, 5.036, 3.849)
H (8.321, -4.478, 4.336)
H (-0.166, 5.467, 3.639)
H (0.231, -3.568, 3.587)
C (-0.011, 2.741, 3.103)
C (0.373, -7.005, 0.149)
O (0.699, -2.685, -3.403)
C (-4.411, 2.131, 0.269)
H (2.796, -0.963, 1.783)
C (-1.644, 6.513, 1.493)
H (-6.473, 4.124, 0.116)
H (-3.253, -1.475, -6.594)
C (-0.816, -5.153, 2.557)
C (5.786, -2.454, 0.813)
C (1.137, 3.050, -4.341)
O (-0.471, -4.325, -2.728)
C (-4.069, -3.102, -3.892)
H (2.366, -0.264, -1.952)
C (-4.422, -1.701, -1.244)
H (-4.441, 0.786, 1.962)
C (-1.655, 3.228, -1.899)
H (2.482, 4.476, -3.410)
H (2.522, 4.320, -5.135)
H (-1.770, -6.553, 0.451)
H (4.775, -0.321, -2.179)
C (-0.847, -6.028, 0.204)
H (-2.403, 6.492, 0.710)
C (1.904, 4.056, 3.935)
H (9.788, -4.680, 0.287)
H (-5.294, -1.050, -1.304)
H (-4.610, 0.278, -4.416)
H (3.617, -0.628, -4.336)
H (1.723, -5.980, -1.177)
H (-1.961, -5.041, 4.954)
H (-3.392, 3.929, 0.641)
O (-1.934, -0.824, 5.208)
H (-5.839, -0.944, -3.658)
H (-0.215, -2.153, -6.025)
O (0.304, -4.473, -4.670)
H (8.824, -1.314, 2.283)
H (-4.243, -3.431, -4.917)
H (2.559, -7.007, 0.049)
C (2.944, 2.933, 4.079)
H (-2.395, -1.482, -2.041)
C (8.027, -3.611, 0.564)
H (7.337, -4.447, 0.452)
N (7.252, -2.648, 1.516)
C (8.433, -3.760, 3.524)
H (6.362, -4.164, 2.836)
H (-3.486, 1.768, -0.177)
O (0.365, -0.431, 0.976)
C (9.372, -4.061, 1.081)
C (2.596, 2.374, 1.624)
H (-0.562, 4.859, 0.694)
C (7.051, -3.326, 2.941)
H (1.194, 6.453, -4.668)
O (-1.233, 2.825, -0.680)
H (0.958, -3.236, 1.420)
C (-4.322, 3.691, 0.126)
H (-1.563, -3.555, -0.447)
H (4.776, -1.769, 2.736)
H (3.963, 2.541, -4.667)
H (-3.312, -0.034, -2.283)
H (8.748, -5.658, 2.532)
C (4.265, 0.529, -2.632)
C (4.012, 0.367, -4.130)
H (-3.915, 4.390, 2.994)
C (0.767, 5.484, -4.410)
H (0.815, 3.442, 0.714)
C (-0.353, -0.529, -0.054)
H (-2.557, -2.990, -5.950)
H (-1.540, -3.360, 3.360)
C (-1.434, -0.556, 4.097)
C (-1.689, -3.668, 0.630)
C (3.415, -1.631, 1.184)
H (0.257, -2.549, -2.562)
H (2.067, 1.443, 1.830)
H (-0.032, -5.886, 2.748)
O (0.016, -1.132, -1.093)
H (3.010, 1.537, -5.733)
C (1.737, -6.317, -0.141)
H (-5.496, -3.559, -0.770)
H (-6.598, 1.847, 2.006)
H (-3.606, 2.217, 2.288)
H (-5.625, 2.309, 3.450)
C (-7.346, 4.313, 2.382)
H (1.481, -0.282, -3.822)
H (2.016, -5.515, 1.926)
H (-9.837, 5.308, 2.534)
H (6.449, -2.596, 3.482)
H (0.480, 1.913, 3.614)
H (-4.043, -1.473, -0.247)
H (-5.271, -1.168, -5.269)
H (4.860, 1.417, -2.418)
C (9.200, -4.667, 2.503)
O (-1.842, 2.327, -2.746)
C (7.904, -1.254, 1.702)
H (-0.758, 3.169, 3.772)
H (-0.557, 2.393, 2.226)
H (-1.022, -3.701, 5.653)
H (3.583, 3.155, 4.934)
H (4.086, 3.668, 2.503)
C (1.843, 4.346, -4.283)
O (-2.046, 0.115, 3.300)
N (-5.835, 3.970, 2.101)
C (1.926, -5.200, 0.886)
H (-3.230, -3.685, -3.513)
H (-2.309, -0.190, -4.640)
C (-0.986, -4.553, 4.974)
C (-5.575, 4.350, 0.691)
H (2.830, -4.718, 0.514)
H (0.768, 2.750, -5.322)
H (6.027, -2.022, -0.158)
C (-3.389, -1.121, -2.305)
H (-1.641, -1.700, -4.104)
H (0.965, 0.502, -5.324)
H (-3.821, -3.809, -1.034)
H (2.709, 2.697, -2.230)
C (-0.740, -4.063, 3.593)
H (1.213, 1.946, -1.790)
H (7.251, -0.653, 2.334)
H (-1.767, -5.686, 2.586)
H (0.724, -3.715, -0.234)
C (4.816, -1.536, 1.671)
H (5.291, -3.418, 0.699)
H (1.301, 4.029, 4.842)
H (4.896, 0.309, -4.765)
H (3.116, 2.084, 0.711)
H (-7.078, 6.541, 2.892)
H (0.169, 5.463, -3.498)
H (-1.380, 1.905, -0.909)
H (-1.200, 0.117, 1.007)
H (0.057, 5.279, -5.211)
H (0.318, 2.933, -3.631)
H (2.526, 2.000, 4.458)
H (-6.124, -3.142, -3.200)
H (0.732, 6.057, 2.364)
H (5.120, -0.493, 1.584)
H (-9.534, 7.016, 2.397)
O (-0.262, -0.983, 3.826)
H (-9.076, 6.218, 3.881)
C (0.785, -4.103, 0.783)
O (-1.514, 0.017, 0.105)
H (-5.044, 5.832, 2.748)
C (0.183, -3.858, -3.591)
H (2.263, 4.464, 1.242)
H (9.999, -3.172, 1.156)
H (-5.290, -4.603, -2.924)
H (9.098, -2.993, 3.920)
H (-0.235, -5.281, 5.281)
H (0.020, 0.794, -3.831)
H (-7.994, 3.719, 1.738)
H (3.110, 0.576, -0.771)
N (0.975, 3.883, 2.741)
H (-7.627, 6.128, 1.279)
N (1.955, 1.784, -3.970)
H (-0.815, -0.650, -6.680)
N (-0.628, -4.745, 1.074)
C (-7.643, 5.805, 2.320)
C (1.013, 0.609, -4.240)
H (0.467, -7.627, 1.039)
H (-7.547, 3.976, 3.399)
H (3.034, -2.641, 1.333)
C (1.649, 3.578, 1.404)



(2)
Here is C6H15NO3P as an isolated structure in a non-equilibrium geometry from the Open Molecules 2025 dataset. Energies are from the ωB97M-V functional and the def2-TZVPD basis.

Calculated values
total energy	-859.23493	Ha
max |F|	2.03	eV/Å
LUMO level	-4.31	eV
2S+1	1
charge	+1
E_HOMO	-12.476	eV

Geometry (Å):
H (3.882, 1.161, -1.291)
H (5.164, 0.658, -0.163)
C (0.696, -0.377, -0.056)
H (-3.959, 1.834, 0.688)
C (2.072, -0.878, -0.628)
H (4.280, -0.167, 1.781)
O (-1.752, -1.603, 0.943)
H (2.075, -0.630, -1.690)
H (-2.988, 0.931, -1.302)
O (-0.310, -0.728, -0.941)
H (4.689, -0.358, -1.541)
C (-3.743, 0.776, 0.515)
H (-5.743, 0.065, 0.806)
H (0.493, -0.814, 0.932)
O (-2.665, 0.688, -0.421)
H (-5.373, 0.462, -0.874)
H (-4.719, -1.017, -0.143)
H (2.046, -1.970, -0.544)
C (-4.974, 0.026, 0.040)
N (3.450, -0.513, 1.312)
H (2.752, -0.974, 1.885)
H (-3.358, 0.331, 1.435)
C (4.323, 0.314, -0.762)
H (0.729, 0.716, 0.041)
C (3.298, -0.368, 0.033)
P (-1.849, -1.344, -0.483)



(3)
Here is a 5-piece molecular cluster, C5H18NO6 overall in a non-equilibrium geometry from the Open Molecules 2025 dataset. Energies are from the ωB97M-V functional and the def2-TZVPD basis.

Calculated values
total energy	-707.28101	Ha
max |F|	1.30	eV/Å
LUMO level	-2.79	eV
2S+1	1
charge	+1
E_HOMO	-13.324	eV

Geometry (Å):
H (0.178, 4.083, 0.535)
C (0.469, -1.511, -0.457)
H (0.750, 1.001, -0.994)
C (0.094, 0.072, 1.519)
H (1.829, 0.770, 2.161)
O (0.515, 3.345, 0.034)
H (0.524, -2.280, 0.313)
N (-0.240, 0.826, -0.790)
H (3.025, 1.572, -2.122)
H (0.580, -1.524, -2.662)
H (-1.329, -3.098, -2.998)
H (-1.628, -3.100, -1.201)
H (-0.284, -3.379, 2.667)
O (-2.898, 1.485, 0.726)
H (1.522, -1.225, -0.588)
O (1.405, 0.340, 1.405)
O (-0.275, -2.486, 2.307)
H (-0.679, 1.674, -0.409)
H (3.457, 1.949, -0.703)
H (1.474, 3.268, 0.060)
O (2.808, 2.125, -1.385)
H (-3.250, 0.689, 1.141)
H (-0.683, -2.040, 3.063)
C (-0.360, -0.364, 0.133)
C (0.008, -1.928, -1.831)
H (-0.722, 0.633, -1.670)
H (-3.356, 2.280, 1.037)
H (-1.425, -0.609, 0.188)
O (-0.503, 0.190, 2.543)
C (-1.008, -2.761, -2.022)



(4)
Here is a 2-piece molecular cluster, C2H5NO3 overall in a non-equilibrium geometry from the Open Molecules 2025 dataset. Energies are from the ωB97M-V functional and the def2-TZVPD basis.

Calculated values
SMILES string	NC=O.O=CO
total energy	-359.68772	Ha
max |F|	2.03	eV/Å
LUMO level	0.46	eV
2S+1	1
E_HOMO	-9.772	eV

Geometry (Å):
H (-1.437, 0.002, 1.441)
C (1.012, 1.454, -0.438)
H (0.577, 1.910, -2.351)
O (-1.095, -0.603, 0.805)
H (-1.840, -2.229, 1.902)
O (-0.577, -2.693, 0.393)
H (0.447, 0.230, -2.039)
N (0.675, 1.147, -1.700)
C (-1.185, -1.926, 1.079)
O (1.322, 2.594, -0.114)
H (0.858, 0.729, 0.360)



(5)
Here is C2H4INS2 as an isolated structure in a non-equilibrium geometry from the Open Molecules 2025 dataset. Energies are from the ωB97M-V functional and the def2-TZVPD basis.

Calculated values
total energy	-1227.25356	Ha
max |F|	3.26	eV/Å
LUMO level (alpha / beta)	-1.10 / -0.71	eV
2S+1	1
E_HOMO (alpha / beta)	-7.674 / -7.912	eV

Geometry (Å):
N (2.012, -0.947, -0.354)
H (0.427, -2.624, -0.570)
H (-0.059, 1.765, -0.301)
H (-0.621, 1.381, 1.506)
H (-3.100, 0.360, 0.471)
S (-2.137, 0.789, -0.409)
I (3.643, 0.300, -0.712)
S (-0.323, -1.844, 0.160)
C (0.898, -0.460, -0.171)
C (-0.739, 1.280, 0.380)



(6)
Here is a single C5H7NO molecule in a non-equilibrium geometry from the Open Molecules 2025 dataset. Energies are from the ωB97M-V functional and the def2-TZVPD basis.

Calculated values
SMILES string	O=C1CC=CCN1
total energy	-324.71741	Ha
max |F|	1.01	eV/Å
LUMO level	0.86	eV
2S+1	1
E_HOMO	-9.547	eV

Geometry (Å):
H (-2.199, 0.136, 0.806)
H (2.082, -0.218, 0.957)
C (0.787, 1.195, 0.086)
C (1.463, -0.156, 0.054)
C (0.527, -1.325, -0.046)
N (-0.565, 1.243, 0.040)
H (-1.429, -2.076, -0.165)
H (0.981, -2.315, -0.079)
C (-0.795, -1.192, -0.093)
O (1.404, 2.246, 0.154)
H (-2.135, 0.226, -0.952)
H (2.167, -0.136, -0.785)
C (-1.508, 0.139, -0.051)
H (-0.782, 2.234, 0.074)



Which of these has the highest total energy?
C5H7NO